{"formula": "C8H21AgN3O7S", "method": "ωB97M-V with the def2-TZVPD basis set", "e_lumo_ev": 2.135, "orbital_gap_ha": 0.2314, "charge": -1, "e_above_lowest_kcal_mol": 55.5, "e_homo_ev": -4.2, "molar_mass_g_mol": 411.20, "elements": ["Ag", "N", "O", "O", "O", "N", "O", "O", "O", "C", "C", "N", "C", "C", "C", "C", "H", "H", "H", "H", "H", "H", "H", "H", "H", "H", "H", "H", "H", "H", "H", "C", "S", "O", "C", "H", "H", "H", "H", "H", "H"], "positions_angstrom": [[-0.57564, 0.28682, 1.03972], [-2.14404, -0.75121, 4.20006], [-1.83141, -0.40453, 5.28279], [-2.97653, -1.56154, 3.95869], [-1.43972, -0.41710, 3.27531], [0.36612, 2.90436, 2.71120], [0.57892, 3.94821, 3.26811], [0.53553, 1.87393, 3.34732], [0.05800, 2.91712, 1.47108], [-3.46021, -0.27500, -0.00175], [-2.57921, 0.46978, -1.07231], [-1.28427, -0.06573, -1.19763], [-0.38300, 0.93396, -1.73461], [-0.60903, 1.37127, -3.20518], [-1.27137, -1.28538, -1.96619], [0.07372, -2.16150, -1.84134], [-4.49309, -0.20169, -0.34221], [-3.28898, 0.10348, 1.00598], [-3.40291, -1.35605, -0.12883], [-3.16789, 0.55356, -1.98584], [-2.51112, 1.49473, -0.70772], [-0.28392, 1.76313, -1.03407], [0.61473, 0.49510, -1.74028], [-0.47452, 0.51840, -3.87047], [-1.54515, 1.87849, -3.43869], [0.05779, 2.15789, -3.55830], [-1.59820, -1.22704, -3.00441], [-1.97002, -1.87205, -1.36970], [0.08567, -2.88146, -2.65964], [0.03612, -2.70689, -0.89835], [1.04497, -1.66973, -1.89531], [3.68477, 0.41285, -0.38404], [3.14434, -0.01391, 1.38039], [1.74748, -0.65025, 1.26581], [4.34602, -1.34027, 1.93813], [4.61382, 0.98265, -0.36673], [2.84952, 1.03598, -0.70366], [3.74425, -0.51681, -0.94999], [5.31345, -0.86984, 2.11381], [4.36386, -1.92100, 1.01589], [4.03111, -1.95275, 2.78299]], "forces_ev_per_angstrom": [[0.3, 0.1, 1.5], [1.7, -1.0, -1.2], [0.1, 1.6, 5.0], [-4.7, -3.1, -0.1], [2.9, 2.4, -4.4], [0.8, -0.4, -0.2], [0.0, 2.9, 0.7], [-0.3, -1.8, -0.7], [-0.5, -1.1, -0.4], [-0.1, 0.0, -1.8], [-2.9, 0.4, 1.8], [1.7, 0.6, -0.8], [1.5, 0.6, -1.1], [-0.3, 0.4, 0.0], [1.4, -2.2, 1.6], [-1.1, 0.6, -0.2], [-0.3, 0.8, 0.5], [-0.1, -0.5, 0.0], [0.8, -0.1, 0.7], [0.2, -0.3, -0.6], [0.2, 0.1, 0.0], [-0.4, 0.3, -0.1], [0.1, -0.1, 0.1], [-0.1, 0.0, -0.1], [-0.6, -0.5, 0.4], [0.7, -0.2, 0.4], [-0.1, 0.4, -0.1], [-0.3, -0.5, -0.8], [-0.2, -0.1, 0.0], [0.1, 0.1, 0.0], [-0.3, 0.5, 0.1], [-0.3, -1.0, 1.4], [-1.7, 0.4, 0.7], [2.2, 0.3, -0.4], [-0.5, 0.4, -1.9], [0.0, -0.1, 0.0], [0.1, 0.0, 0.0], [0.1, 0.1, -0.2], [-0.1, 0.1, 0.0], [0.5, -0.6, 0.3], [-0.4, 0.5, -0.1]]}

---

{"formula": "C24H25N4O2PPtS", "method": "ωB97M-V with the def2-TZVPD basis set", "multiplicity": 3, "e_lumo_ev": [0.069, -1.408], "orbital_gap_ha": [0.2063, 0.2331], "e_above_lowest_kcal_mol": 0.0, "e_homo_ev": [-5.5, -7.8], "molar_mass_g_mol": 659.61, "elements": ["Pt", "C", "C", "N", "C", "S", "N", "N", "C", "C", "C", "C", "C", "C", "C", "N", "H", "H", "H", "H", "H", "H", "H", "H", "H", "H", "H", "H", "H", "O", "C", "O", "C", "P", "C", "C", "C", "C", "C", "C", "C", "C", "C", "C", "C", "C", "H", "H", "H", "H", "H", "H", "H", "H", "H", "H", "H", "H"], "positions_angstrom": [[0.07973, 0.49605, 0.11974], [3.49230, 5.16828, 1.59352], [3.72590, 4.53382, 0.23003], [3.56068, 3.08960, 0.24893], [2.32650, 2.51457, 0.18680], [2.33118, 0.75243, -0.04824], [1.26387, 3.22602, 0.27952], [0.10096, 2.50085, 0.22306], [-1.07601, 3.13446, 0.16196], [-1.15813, 4.62518, 0.22830], [-2.19827, 2.30309, 0.02015], [-3.52874, 2.78816, -0.05709], [-4.57543, 1.92418, -0.16952], [-4.31975, 0.53724, -0.20615], [-3.01963, 0.11063, -0.15002], [-1.96677, 0.93626, -0.06379], [3.60655, 6.25169, 1.53007], [4.20506, 4.78607, 2.32479], [2.48548, 4.94635, 1.94435], [4.74091, 4.73626, -0.11336], [3.03539, 4.96077, -0.50197], [4.33791, 2.50845, -0.00571], [-0.25160, 5.02413, 0.67380], [-2.01303, 4.93840, 0.82627], [-1.26279, 5.06234, -0.76836], [-3.69487, 3.85499, -0.02367], [-5.58949, 2.29788, -0.22217], [-5.11570, -0.18977, -0.26992], [-2.79948, -0.94324, -0.17087], [-0.80937, -1.35076, 3.89012], [-0.44114, -1.05977, 2.76947], [-0.63410, 0.08777, 2.20469], [0.35046, -2.10043, 1.95858], [0.20725, -1.81636, 0.17779], [1.61779, -2.71402, -0.54973], [1.45578, -3.67983, -1.53918], [2.55562, -4.36001, -2.04341], [3.82594, -4.08921, -1.56138], [3.99515, -3.13715, -0.56563], [2.90012, -2.45513, -0.06269], [-1.25346, -2.69381, -0.42497], [-1.60715, -2.54866, -1.76772], [-2.76764, -3.12746, -2.24897], [-3.59452, -3.84063, -1.38851], [-3.25676, -3.97559, -0.05125], [-2.08661, -3.40451, 0.43322], [0.09562, -3.11134, 2.26928], [1.40568, -1.94791, 2.19933], [0.47212, -3.91884, -1.91726], [2.41244, -5.10911, -2.81121], [4.68176, -4.62250, -1.95418], [4.98231, -2.92343, -0.17746], [3.05250, -1.71772, 0.71410], [-0.98114, -1.95797, -2.42789], [-3.03966, -3.00948, -3.28957], [-4.50921, -4.28201, -1.76237], [-3.90665, -4.51837, 0.62216], [-1.84587, -3.49085, 1.48423]], "forces_ev_per_angstrom": [[0.0, -0.1, -0.1], [0.0, 0.0, 0.0], [0.0, 0.0, 0.0], [0.0, 0.0, 0.0], [0.0, 0.0, 0.0], [0.0, 0.0, 0.0], [0.0, 0.0, 0.0], [0.0, 0.1, 0.0], [0.0, 0.0, 0.0], [0.0, 0.0, 0.0], [0.0, 0.0, 0.0], [0.0, 0.0, 0.0], [0.0, 0.0, 0.0], [0.0, 0.0, 0.0], [0.0, 0.0, 0.0], [0.0, 0.0, 0.0], [0.0, 0.0, 0.0], [0.0, 0.0, 0.0], [0.0, 0.0, 0.0], [0.0, 0.0, 0.0], [0.0, 0.0, 0.0], [0.0, 0.0, 0.0], [0.0, 0.0, 0.0], [0.0, 0.0, 0.0], [0.0, 0.0, 0.0], [0.0, 0.0, 0.0], [0.0, 0.0, 0.0], [0.0, 0.0, 0.0], [0.0, 0.0, 0.0], [-0.1, 0.0, 0.0], [0.0, 0.0, 0.0], [0.1, 0.1, 0.0], [0.0, 0.0, 0.0], [0.0, 0.1, 0.0], [0.0, 0.0, 0.0], [0.0, 0.0, 0.0], [0.0, 0.0, 0.0], [0.0, 0.0, 0.0], [0.0, 0.0, 0.0], [0.0, 0.0, 0.0], [0.0, 0.0, 0.1], [0.0, 0.0, 0.0], [0.0, 0.0, 0.0], [0.0, 0.0, 0.0], [0.0, 0.0, 0.0], [0.0, 0.0, 0.0], [0.0, 0.0, 0.0], [0.0, 0.0, 0.0], [0.0, 0.0, 0.0], [0.0, 0.0, 0.0], [0.0, 0.0, 0.0], [0.0, 0.0, 0.0], [0.0, 0.0, 0.0], [0.0, 0.0, 0.0], [0.0, 0.0, 0.0], [0.0, 0.0, 0.0], [0.0, 0.0, 0.0], [0.0, 0.0, 0.0]]}

---

{"formula": "C31H31BF2N5O7PPbS3", "method": "ωB97M-V with the def2-TZVPD basis set", "e_lumo_ev": -0.971, "orbital_gap_ha": 0.2371, "e_above_lowest_kcal_mol": 31.4, "e_homo_ev": -7.4, "molar_mass_g_mol": 968.80, "elements": ["Pb", "F", "B", "F", "O", "H", "H", "O", "C", "O", "C", "C", "C", "C", "C", "C", "N", "O", "O", "N", "O", "O", "H", "H", "H", "C", "C", "C", "C", "C", "C", "N", "H", "H", "H", "H", "H", "H", "H", "H", "S", "P", "S", "C", "C", "C", "C", "C", "C", "C", "C", "C", "C", "C", "C", "H", "H", "H", "H", "H", "H", "H", "H", "H", "H", "C", "C", "C", "C", "N", "C", "S", "N", "C", "H", "H", "H", "H", "H", "H", "H", "H"], "positions_angstrom": [[-1.08590, -0.99292, 1.73068], [-1.12460, -1.30292, -2.85332], [-0.88440, -0.30252, -1.98342], [-0.49850, 0.82028, -2.59212], [-0.25680, -3.50682, 2.52578], [0.15820, -3.16342, 3.32428], [0.47780, -3.74052, 1.93818], [0.93970, 0.18498, 5.15938], [1.22680, -0.16392, 4.03568], [0.50630, -0.88542, 3.25878], [2.58920, 0.21088, 3.45388], [3.51220, 0.90108, 4.22828], [4.76130, 1.20798, 3.69998], [5.10840, 0.84768, 2.40418], [4.16860, 0.16448, 1.64628], [2.92350, -0.16502, 2.16178], [4.47580, -0.23762, 0.29478], [5.62660, -0.15852, -0.07322], [3.55750, -0.63432, -0.39252], [5.74430, 1.89178, 4.51948], [5.45090, 2.12478, 5.66888], [6.79800, 2.17808, 3.99638], [3.25150, 1.18428, 5.23808], [6.08110, 1.09068, 2.00088], [2.22690, -0.72742, 1.55878], [0.45370, 2.29488, 0.87488], [-0.91750, 2.38468, 1.44568], [-1.66150, 3.52688, 1.68268], [-2.85700, 3.11298, 2.28038], [-2.79420, 1.73328, 2.37368], [-3.79540, 0.80138, 2.97678], [-1.60820, 1.28798, 1.86348], [0.94510, 3.26298, 0.94608], [0.42830, 1.99608, -0.17502], [1.04420, 1.56238, 1.42458], [-1.36710, 4.53418, 1.45598], [-3.65590, 3.74778, 2.61838], [-4.65830, 1.36648, 3.32588], [-3.35820, 0.29648, 3.83868], [-4.12360, 0.02698, 2.27498], [2.28060, -3.49392, 0.44038], [1.32220, -2.73652, -1.07812], [0.48270, -0.79762, -0.59892], [-0.06440, -3.80662, -1.61052], [0.24810, -4.88762, -2.42732], [-0.75560, -5.73202, -2.86122], [-2.07030, -5.49892, -2.49052], [-2.37550, -4.43972, -1.65252], [-1.37050, -3.60682, -1.19732], [2.27970, -2.49732, -2.61102], [3.66600, -2.52242, -2.56672], [4.39010, -2.37122, -3.73562], [3.73460, -2.21622, -4.94532], [2.34930, -2.21052, -4.99012], [1.61770, -2.34842, -3.82562], [1.27310, -5.06182, -2.72602], [-0.51310, -6.56722, -3.50062], [-2.85580, -6.14242, -2.85662], [-3.39660, -4.25062, -1.36072], [-1.60680, -2.78232, -0.53812], [4.16770, -2.66452, -1.62182], [5.46880, -2.38062, -3.69522], [4.30230, -2.11632, -5.85822], [1.83440, -2.10862, -5.93322], [0.54050, -2.35402, -3.86262], [-5.88670, 3.47648, 0.31458], [-4.58720, 3.20968, -0.35552], [-3.91730, 4.10028, -1.15422], [-2.67150, 3.71848, -1.69772], [-2.24780, 2.47498, -1.57402], [-2.92720, 1.60548, -0.87942], [-2.60100, -0.08002, -0.92602], [-4.03670, 1.98298, -0.17242], [-1.78480, 4.65658, -2.42702], [-6.24730, 4.47378, 0.08298], [-5.78340, 3.37608, 1.39318], [-6.63170, 2.74908, -0.00722], [-4.31470, 5.08148, -1.34372], [-4.44760, 1.32328, 0.47758], [-2.33910, 5.23298, -3.16432], [-0.98650, 4.09518, -2.90422], [-1.34740, 5.35658, -1.71582]], "forces_ev_per_angstrom": [[-0.6, -0.2, 0.4], [-0.3, -0.7, -0.3], [0.1, 0.0, 0.2], [0.4, 0.6, -0.1], [-0.3, -0.2, 0.0], [0.1, 0.1, 0.1], [0.2, 0.0, -0.1], [0.0, 0.1, 0.1], [0.7, 0.5, 0.3], [-0.4, -0.5, -0.5], [0.0, -0.1, 0.0], [0.1, 0.1, 0.1], [-0.9, -0.7, -0.7], [0.1, 0.0, -0.1], [-0.3, 0.3, 1.2], [0.1, 0.0, -0.1], [0.1, -0.1, -0.5], [0.4, 0.0, -0.1], [0.1, 0.2, 0.0], [0.2, 0.1, 0.1], [-0.1, 0.1, 0.3], [0.4, 0.1, -0.1], [0.0, 0.0, 0.0], [0.0, 0.0, 0.0], [0.1, 0.0, 0.0], [-0.2, -0.1, -0.1], [0.1, 0.5, 0.0], [0.4, -0.1, -0.3], [-0.3, -0.5, 0.3], [-0.3, 0.3, 0.3], [0.3, 0.1, 0.0], [0.2, 0.1, 0.1], [0.1, 0.0, 0.0], [0.1, 0.0, -0.1], [0.1, 0.0, 0.0], [0.1, 0.2, 0.0], [-0.2, 0.1, 0.2], [-0.1, -0.1, 0.0], [-0.1, -0.2, 0.1], [-0.2, -0.1, 0.0], [0.1, 0.1, -0.1], [-0.6, 0.1, -0.3], [0.4, -0.5, -0.4], [0.4, 0.3, 0.2], [0.1, 0.0, 0.0], [0.0, -0.1, -0.1], [0.0, 0.0, 0.0], [-0.1, 0.0, 0.1], [0.1, 0.0, 0.0], [-0.1, -0.1, 0.4], [0.0, -0.1, 0.1], [0.1, 0.0, 0.0], [0.0, 0.0, 0.0], [0.0, 0.0, 0.0], [0.0, 0.0, 0.0], [0.0, 0.0, 0.0], [0.0, -0.1, -0.1], [-0.1, -0.1, 0.0], [-0.1, 0.0, 0.1], [-0.1, 0.0, 0.0], [0.0, 0.0, 0.0], [0.1, 0.0, 0.0], [0.1, 0.0, -0.1], [0.0, 0.0, -0.1], [-0.1, 0.0, 0.0], [0.0, 0.0, 0.1], [0.2, 0.0, -0.1], [0.2, -0.2, -0.1], [-0.6, -0.2, 0.4], [0.4, 0.4, -0.3], [-0.6, -0.3, 0.5], [-0.2, -0.2, -0.2], [0.3, 0.2, -0.8], [0.1, 0.1, 0.0], [0.0, 0.0, 0.0], [0.1, 0.0, 0.1], [0.0, 0.0, -0.1], [-0.1, 0.1, 0.1], [0.0, 0.1, -0.1], [0.0, 0.1, 0.0], [0.0, 0.0, 0.0], [0.0, 0.1, 0.1]]}

---

{"formula": "C21H18ClN5NaS", "method": "ωB97M-V with the def2-TZVPD basis set", "e_lumo_ev": 2.325, "orbital_gap_ha": 0.2128, "charge": -1, "e_above_lowest_kcal_mol": 27.9, "e_homo_ev": -3.5, "molar_mass_g_mol": 430.92, "elements": ["Na", "N", "C", "S", "N", "N", "C", "C", "C", "C", "C", "C", "C", "C", "C", "C", "C", "C", "N", "H", "H", "H", "H", "H", "H", "H", "H", "H", "H", "H", "Cl", "C", "C", "C", "C", "C", "C", "C", "H", "H", "H", "H", "H", "H", "N", "C", "H"], "positions_angstrom": [[1.56415, -1.34733, -0.99501], [4.48704, 2.36035, -1.48100], [3.54619, 1.39123, -1.24316], [4.10470, -0.22831, -1.19714], [2.31924, 1.90972, -1.17201], [1.33128, 0.99293, -1.07846], [0.13427, 1.45872, -0.98133], [-0.19678, 2.91056, -0.93045], [-1.04718, 3.47031, -1.87723], [-1.37966, 4.81776, -1.82801], [-0.86935, 5.62122, -0.82011], [-0.02071, 5.06918, 0.13223], [0.31775, 3.72745, 0.07381], [-0.98778, 0.48477, -0.87707], [-2.22687, 0.86757, -0.36002], [-3.24047, -0.07271, -0.27424], [-2.99623, -1.37213, -0.68255], [-1.72700, -1.67502, -1.15542], [-0.76053, -0.77451, -1.27123], [5.44351, 2.10364, -1.32247], [4.19443, 3.30731, -1.30197], [-1.45205, 2.84383, -2.66331], [-2.03703, 5.23814, -2.57912], [-1.12666, 6.67213, -0.77580], [0.38572, 5.68911, 0.92198], [0.99882, 3.30140, 0.79802], [-2.38385, 1.88390, -0.02837], [-4.20781, 0.20944, 0.12387], [-3.74924, -2.14511, -0.61551], [-1.46096, -2.68640, -1.44350], [-2.36609, -5.75988, 2.36872], [-1.21243, -4.46007, 2.11828], [0.06479, -4.70036, 1.81503], [0.99272, -3.61508, 1.47325], [0.54145, -2.25046, 1.85614], [1.35588, -1.18087, 1.88562], [-0.88883, -2.06849, 2.10957], [-1.72483, -3.10793, 2.23755], [0.40248, -5.72608, 1.72906], [2.00386, -3.80859, 1.83296], [2.42311, -1.25794, 1.71345], [0.95533, -0.19556, 2.09340], [-1.26030, -1.05387, 2.20777], [-2.77990, -2.96139, 2.43019], [1.61948, -4.75219, -0.71088], [1.30865, -3.61716, -0.23417], [1.60768, -5.51322, -0.02138]], "forces_ev_per_angstrom": [[0.2, -0.1, -0.1], [0.0, 0.0, 0.2], [-0.1, 0.0, -0.5], [-0.1, 0.2, 0.1], [0.1, -0.2, 0.1], [0.0, 0.4, 0.0], [-0.2, -0.1, 0.1], [0.0, 0.0, 0.0], [0.0, 0.0, 0.0], [0.0, 0.0, 0.0], [0.0, 0.0, 0.0], [0.0, 0.0, 0.0], [0.0, 0.0, 0.0], [0.1, 0.1, 0.0], [0.0, 0.0, 0.0], [0.0, 0.0, 0.0], [0.0, 0.0, 0.0], [0.0, 0.0, 0.0], [0.1, 0.0, 0.0], [0.0, 0.0, 0.0], [0.0, 0.0, 0.0], [0.0, 0.0, 0.0], [0.0, 0.0, 0.0], [0.0, 0.0, 0.0], [0.0, 0.0, 0.0], [0.0, 0.0, 0.0], [0.0, 0.0, 0.0], [0.0, 0.0, 0.0], [0.0, 0.0, 0.0], [0.0, 0.0, 0.0], [0.0, 0.0, 0.0], [-0.2, 0.2, 0.0], [0.1, 0.0, 0.0], [0.0, 0.1, -0.1], [-0.2, 0.1, 0.1], [0.0, -0.1, -0.1], [0.2, 0.0, 0.0], [0.0, -0.1, 0.0], [0.0, 0.0, 0.0], [0.0, 0.0, 0.0], [0.0, 0.0, 0.0], [0.0, 0.0, 0.0], [0.0, 0.0, 0.0], [0.0, 0.0, 0.0], [0.0, 0.2, 0.2], [-0.1, -0.6, 0.2], [0.0, -0.1, -0.1]]}